The following is a quantum chemistry calculation of a structure of composition C31H56CuN3O2P2 in a non-equilibrium geometry, from the OMol25 dataset.

Calculated values
- Kohn-Sham gap (alpha / beta) (eV) = 7.75 / 5.49
- energy (Ha) = -3852.5215
- <S²> = 0.785
- spin multiplicity = 2
- highest occupied orbital energy (alpha / beta) (eV) = -9.570 / -9.543
- charge = +1

Last column: Löwdin charge in e.
Element x y z (Å)
Cu 0.30106 -0.92764 -0.07667  0.104
P 1.57833 1.90779 -0.66135  1.101
P -0.89665 -2.86966 -0.08550  1.103
O 1.27498 0.66034 3.06424  -0.017
O 2.07185 -1.98450 2.02891  0.078
N 0.17863 -0.98408 -2.07981  0.046
N -0.84130 0.68999 -0.09385  0.135
N 1.67669 -0.83441 4.72995  0.161
C -0.70853 -1.95575 -4.06685  -0.010
C 2.30462 4.69592 -1.49185  -0.096
C -3.97677 1.50537 -0.37382  -0.052
C -2.78677 2.44860 -0.21783  -0.554
C 0.87722 -0.16880 -4.22070  -0.003
C 1.13942 3.77650 -1.10727  -0.636
C -2.80872 3.06525 1.18344  -0.036
C -2.28278 -2.74280 1.20868  -0.658
C 0.81661 1.32819 5.35624  -0.007
C 1.27910 0.38801 4.27669  -0.556
C 4.32864 2.12873 -1.26874  -0.099
C -2.92312 3.53961 -1.27105  -0.062
C 0.45152 4.27125 0.17207  -0.103
C -1.58286 -2.68183 -1.78779  -0.228
C 3.58429 2.85416 1.09673  -0.083
C 0.50556 -4.96515 1.11030  -0.079
C 0.81431 0.00117 -2.80639  -0.280
C -1.47606 1.63345 -0.38980  -0.073
C -0.66030 -1.83461 -2.67637  -0.301
C 1.38409 -1.55352 1.19521  -0.144
C -3.39928 -1.85497 0.63484  -0.107
C 0.12084 -1.14220 -4.84223  -0.037
C -2.86655 -4.10233 1.60138  -0.093
C 3.75899 0.47950 0.49109  -0.116
C 1.07988 -4.40181 -1.27894  -0.074
C -0.06325 -4.54938 -0.25537  -0.672
C 3.41685 1.86373 -0.07121  -0.668
C -1.01687 -5.64774 -0.74701  -0.082
C 1.37416 1.18323 -2.24831  -0.205
C -1.70055 -2.06349 2.46969  -0.094
C 0.16312 3.77360 -2.28689  -0.113
H -3.83755 3.35298 1.44252  0.102
H -1.85831 -5.81843 -0.06633  0.065
H -2.15943 4.31619 -1.15721  0.068
H 1.16338 -4.20824 1.54773  0.058
H 1.15612 4.37466 1.00869  0.081
H 1.40390 1.21403 6.27346  0.083
H -2.88015 3.10312 -2.27600  0.100
H 3.08472 4.79168 -0.72974  0.061
H -2.57566 -2.20924 -1.71955  0.088
H -4.06901 0.83448 0.48903  0.075
H -2.14226 -4.74108 2.12348  0.069
H 1.71225 -1.02659 5.72252  0.108
H 1.94038 1.72826 -3.01986  0.078
H -4.06183 -1.53505 1.45494  0.098
H 2.94094 2.54814 1.93459  0.075
H -0.23449 1.12785 5.59657  0.091
H -0.28118 -5.20206 1.83572  0.068
H -2.98833 -0.95192 0.16289  0.038
H 3.56892 -0.32335 -0.22844  0.075
H -0.63339 3.03907 -2.13017  0.038
H -4.01891 -2.39644 -0.09429  0.091
H -4.90397 2.09235 -0.43046  0.101
H 1.81024 -3.63639 -0.98742  0.080
H -3.88231 0.91225 -1.29248  0.098
H -0.33712 3.56962 0.47445  0.033
H -0.44077 -6.58388 -0.80166  0.097
H 1.51211 0.51379 -4.77892  0.119
H 2.76683 4.39438 -2.44103  0.080
H -2.18594 3.96653 1.23974  0.079
H -1.40664 -5.45219 -1.75181  0.072
H -2.46324 2.34799 1.93758  0.098
H -2.51941 -1.91747 3.18997  0.093
H -3.69403 -3.91273 2.30345  0.095
H 2.09449 -1.48670 4.07355  0.081
H -0.01294 5.25259 -0.00565  0.094
H 1.88600 5.70408 -1.64861  0.094
H -1.74897 -3.65035 -2.27239  0.074
H -0.92973 -2.67807 2.95366  0.084
H 3.34594 3.89203 0.84483  0.049
H -1.26944 -1.07637 2.25565  0.060
H -1.37980 -2.69036 -4.50499  0.122
H 4.83460 0.46714 0.73071  0.096
H 4.63046 2.82116 1.43696  0.097
H 4.12884 1.40435 -2.06831  0.076
H -0.30186 4.76702 -2.38698  0.097
H 4.22111 3.13789 -1.67923  0.056
H 0.69910 -4.16405 -2.28087  0.079
H -3.28657 -4.63899 0.74136  0.079
H 1.09731 -5.87947 0.96646  0.096
H 1.60615 -5.36510 -1.34466  0.098
H 5.37335 2.00421 -0.94462  0.090
H 0.66537 3.54122 -3.23460  0.083
H 0.90133 2.35572 5.00130  0.085
H -3.89973 4.03259 -1.17308  0.101
H 3.21079 0.27951 1.41585  0.044
H 0.15794 -1.27208 -5.92218  0.119

Force components x, y, z for each atom (eV/Å):
-0.56 0.05 -0.22
0.20 1.00 2.06
-0.63 -0.34 -0.19
-0.07 -0.10 1.63
-2.23 0.56 -2.40
-0.17 1.15 -0.38
-2.17 2.69 -0.96
0.11 0.04 -0.04
-0.04 0.09 0.02
-0.18 0.39 -0.09
-0.08 -0.63 0.03
0.45 0.49 -0.48
-0.08 0.29 0.29
0.83 -0.74 0.04
0.22 0.08 0.43
0.03 -0.55 -0.23
-0.09 0.31 0.07
0.11 -0.28 -1.26
0.50 0.21 0.19
-0.08 0.40 -0.25
-0.10 0.11 -0.10
-0.09 -0.01 -0.36
-0.17 0.01 -0.09
0.15 -0.19 0.00
-0.03 -0.78 -0.42
-1.01 -2.67 2.20
0.15 -0.12 0.27
3.84 -0.28 3.12
0.07 0.00 0.02
-0.01 -0.23 0.09
-0.46 0.08 0.30
-0.05 -0.01 0.04
-0.04 0.04 0.10
-0.40 0.01 0.38
-0.18 -0.03 -0.83
0.11 -0.29 0.05
1.87 -0.57 -1.55
-0.04 0.00 -0.13
-0.07 -0.04 0.08
0.23 -0.08 -0.22
0.28 0.03 -0.21
-0.16 -0.25 -0.13
-0.09 -0.14 -0.11
-0.20 -0.09 -0.23
-0.11 0.01 -0.16
0.07 0.23 0.11
-0.25 -0.06 -0.27
0.41 0.05 -0.14
0.07 0.11 -0.27
-0.26 0.18 -0.23
0.08 0.02 -0.39
-0.61 -0.06 -0.02
0.19 -0.10 -0.20
0.15 0.07 -0.20
0.17 0.02 -0.07
0.21 0.08 -0.20
-0.11 -0.25 0.12
0.01 0.05 0.02
0.15 0.14 -0.24
0.19 0.15 0.15
0.34 -0.06 -0.02
-0.15 -0.11 -0.05
-0.14 0.06 0.20
0.33 0.24 0.03
-0.18 0.15 -0.03
-0.22 -0.13 -0.04
-0.11 0.05 0.23
-0.16 -0.28 0.04
0.07 -0.10 0.21
-0.06 0.15 -0.12
0.20 -0.10 -0.12
0.15 -0.16 -0.12
-0.23 0.26 0.39
0.10 -0.09 0.04
0.14 -0.16 0.00
-0.01 0.24 0.07
-0.12 0.10 -0.13
0.14 -0.30 0.09
-0.07 -0.19 -0.02
0.16 0.19 -0.02
-0.26 -0.02 -0.09
-0.23 -0.01 -0.09
0.13 0.10 0.15
0.13 -0.22 0.01
0.07 -0.32 0.11
0.11 -0.02 0.20
0.10 0.15 0.24
-0.07 0.16 0.10
-0.11 0.22 0.00
-0.12 0.06 -0.21
-0.13 0.07 0.23
-0.04 -0.12 0.02
0.20 -0.20 0.11
0.01 0.06 -0.19
-0.01 0.08 0.23

***

The following is a quantum chemistry calculation of a cluster of 11 separate species, C31H56N11O13 in total in a non-equilibrium geometry, from the OMol25 dataset.

Calculated values
- Kohn-Sham gap (eV) = 3.78
- energy (Ha) = -2793.7207
- energy relative to the best compared isomer or geometry (same formula, charge and spin) (kcal per mole) = 38.7
- highest occupied orbital energy (eV) = -9.300
- charge = +1

Last column: Löwdin charge in e.
Element x y z (Å)
O 43.00400 55.36100 55.90400  0.084
O 42.71700 59.28100 59.61100  0.091
O 37.91000 52.80100 60.27000  0.027
O 33.77900 52.48300 61.80100  0.085
O 33.64900 55.37100 58.44100  0.102
O 41.08100 50.39600 61.27800  -0.006
O 41.39000 59.74000 58.05000  -0.011
O 39.38400 55.93300 59.44200  0.182
O 40.19300 48.48600 61.67300  0.083
O 43.47800 56.75300 57.64100  -0.002
O 35.24600 54.04200 62.34200  0.058
O 35.18900 56.23800 59.71500  0.007
O 36.69000 51.12600 60.09900  0.063
N 39.77700 55.56600 60.57600  0.060
N 38.18600 61.94800 60.28600  -0.108
N 42.52600 59.80700 58.59100  -0.466
N 42.72500 56.30200 56.67800  -0.335
N 40.49100 49.35400 60.90300  -0.419
N 34.15000 53.55400 62.25200  -0.412
N 34.11000 56.26000 59.08100  -0.390
N 36.92700 52.30500 59.79800  -0.427
N 33.77200 60.71200 60.58700  -0.065
N 44.02400 49.16700 59.54400  -0.027
N 45.37900 55.41200 61.82700  -0.024
C 34.74500 60.54400 59.60300  -0.159
C 41.01200 54.76700 60.59700  -0.418
C 41.34700 56.78700 56.68300  0.003
C 41.17600 53.96900 61.88000  -0.112
C 39.31200 63.98600 60.11300  -0.079
C 44.59200 55.60700 62.97100  -0.129
C 39.79900 49.39400 59.56600  0.057
C 42.24100 55.79600 60.53200  0.048
C 44.32900 50.30800 60.27600  -0.068
C 41.25000 53.84500 59.39400  0.033
C 44.41900 54.20600 63.60000  -0.098
C 45.26700 53.28100 62.83500  -0.092
C 43.45400 49.34900 58.29300  -0.082
C 38.05400 63.33000 60.58400  -0.143
C 36.22500 52.97400 58.72000  0.048
C 39.39900 61.47900 60.05000  -0.171
C 33.24700 57.50900 59.43600  0.116
C 34.15800 60.21100 61.84200  -0.114
C 35.89300 59.79600 60.16200  -0.132
C 37.60400 56.49800 61.66800  -0.016
C 45.80100 54.03100 61.67200  -0.074
C 40.30900 62.75500 59.91200  -0.070
C 39.19600 56.04800 61.89200  -0.354
C 43.83400 51.38600 59.38600  -0.132
C 33.06800 54.59000 62.28800  0.044
C 43.33300 50.88400 58.12900  -0.056
C 35.61400 59.80700 61.72400  -0.049
C 40.56700 54.46500 63.17300  -0.184
C 39.85100 57.33700 62.47400  -0.037
C 43.57000 60.54500 57.92900  0.032
C 39.17200 54.98400 63.01000  -0.122
H 41.93100 56.50300 59.75300  0.057
H 38.80900 55.47900 64.02100  0.181
H 43.16700 55.12200 60.32300  0.124
H 46.43200 53.55200 61.02300  0.062
H 35.61400 52.26700 58.10100  0.134
H 33.47100 55.48300 62.44100  0.030
H 42.76600 51.36700 57.38600  0.052
H 42.16000 56.17900 61.72200  0.124
H 36.20000 59.40700 62.52800  0.052
H 39.59500 60.39700 59.90000  0.077
H 40.38900 53.41400 59.39900  0.018
H 35.72300 53.75100 59.21900  0.049
H 39.23500 57.73500 63.32700  0.107
H 42.17000 53.65200 61.98300  0.096
H 37.29500 61.14200 60.56400  0.169
H 41.93300 53.05300 59.71400  0.097
H 39.84800 58.28300 61.81100  0.106
H 32.41200 54.58300 61.31700  0.148
H 45.46900 56.11400 61.11700  0.126
H 45.28700 52.17100 62.90600  0.086
H 36.91700 53.46400 58.06100  0.100
H 40.40900 48.91700 58.79900  0.078
H 39.75000 65.08300 59.92700  0.111
H 44.35100 48.37400 59.93900  0.096
H 40.51400 52.99400 61.67700  0.166
H 37.01600 55.63000 61.16300  0.077
H 40.99700 55.33300 63.45200  0.050
H 44.55600 60.32600 58.33800  0.102
H 38.99700 48.85800 59.83400  0.032
H 40.95700 57.14600 57.76200  0.115
H 33.51600 57.98800 58.52100  0.106
H 36.87100 56.87800 62.44400  0.110
H 44.24600 56.59700 63.47800  0.129
H 44.08400 52.40200 59.72800  0.064
H 32.37300 54.47600 63.05900  0.076
H 34.58800 60.78900 58.49600  0.132
H 41.26000 62.92400 59.35800  0.040
H 40.92700 57.65500 56.14800  0.118
H 32.36800 57.21400 59.21100  0.027
H 44.97300 50.34900 61.06800  0.064
H 40.64900 56.09700 56.77000  0.021
H 40.95700 57.37300 62.85900  0.107
H 38.43800 54.22200 62.65000  0.124
H 32.79700 61.22600 60.35200  0.220
H 36.83800 59.43300 59.50700  0.136
H 43.39700 48.45000 57.55600  0.129
H 39.61000 50.64300 59.26600  0.178
H 37.05800 63.62800 60.98100  0.092
H 43.19000 61.59900 58.18400  0.130
H 41.27700 54.20300 58.52600  0.018
H 40.87400 53.76100 63.88100  0.118
H 33.48700 57.82200 60.35700  0.047
H 43.67500 60.47000 56.81300  0.123
H 33.45000 60.44600 62.69600  0.118
H 43.77400 54.18000 64.52800  0.090
H 37.58700 57.27700 60.97200  0.017

Force components x, y, z for each atom (eV/Å):
-0.37 2.75 1.95
1.51 -1.33 3.53
1.23 2.56 0.58
1.37 -0.10 1.01
-0.04 -0.51 -1.04
-0.26 -1.64 -1.10
1.74 0.67 -0.05
0.59 -1.03 4.54
0.23 -1.24 -0.21
-2.10 -1.49 -3.73
1.51 -1.11 0.55
-1.07 -0.33 -1.58
-1.35 1.39 -0.87
0.37 0.94 -3.35
-4.26 -1.65 3.12
-3.74 -0.94 -3.51
2.11 -0.96 1.89
0.23 3.84 1.24
-2.84 1.36 -2.49
0.82 0.99 4.25
1.34 -4.66 0.15
-1.32 0.73 -1.07
-0.37 3.43 -0.86
0.04 -2.26 1.17
1.77 -2.18 0.50
2.19 0.20 0.10
-0.71 4.75 3.66
-4.33 -2.71 -0.81
1.06 -3.78 0.81
-0.12 -4.14 1.54
2.80 4.87 -1.17
-1.00 -0.31 3.37
-3.86 1.85 -6.95
1.84 -0.92 7.58
1.20 3.88 -1.67
-1.19 2.80 -1.99
0.47 2.71 -0.14
2.45 0.20 -2.38
-0.80 -0.82 -1.22
3.96 4.05 -1.41
5.38 -1.68 -4.02
3.13 0.86 -0.97
-1.74 1.93 1.36
-0.30 -2.69 -0.96
-3.97 1.07 5.91
-5.04 -0.06 -0.25
-3.80 2.31 1.81
1.63 -1.55 1.47
-2.84 -2.52 -2.51
1.18 -4.94 3.71
-4.41 0.18 -3.91
-0.19 -0.29 -1.99
1.89 3.08 -0.10
0.60 2.86 -0.95
-1.36 -1.06 0.42
0.96 0.26 0.37
0.48 -0.91 -2.35
-1.67 1.59 0.43
1.40 -0.05 -2.11
0.33 0.66 1.17
2.10 3.71 0.31
-0.17 0.53 -0.85
1.21 -0.29 -3.68
0.15 -0.13 0.03
-0.01 1.13 0.04
-5.64 -3.67 -0.31
-1.34 0.97 0.28
0.37 -1.06 -0.68
1.45 -0.28 0.12
3.29 3.53 -0.97
0.34 0.54 -0.47
-0.15 -1.77 0.28
1.69 -0.34 1.62
0.42 0.12 -0.10
0.23 1.18 0.15
0.73 0.01 -0.03
0.01 0.11 0.19
-1.70 -2.67 0.90
0.86 -3.55 0.69
1.64 1.53 0.27
1.26 1.30 0.90
2.46 2.77 1.21
-0.42 0.06 0.44
-3.51 -1.65 0.00
2.26 -0.03 -1.63
0.40 2.01 0.06
1.84 -0.80 0.18
0.82 -1.90 -1.67
-0.59 -0.31 -0.66
-0.94 -0.96 1.40
0.04 -0.26 2.07
-0.78 -0.64 0.81
1.38 -0.53 -0.75
-6.53 -2.06 -0.57
1.10 -0.17 2.01
-2.60 -4.42 -1.41
-2.07 -0.79 -0.74
0.41 0.33 0.69
3.31 -1.78 1.02
-2.49 0.96 1.95
-0.19 2.01 1.60
0.48 -4.14 1.07
1.17 0.17 -0.66
1.21 -1.14 -0.58
1.47 3.48 -6.97
-0.53 -1.23 1.47
0.99 1.54 2.92
-0.95 -0.33 1.16
1.42 -0.59 -1.03
1.18 -0.65 -1.21
0.15 1.22 -1.37